Computed, not measured: a 5-piece molecular cluster, C39H74NO4 overall at a distorted geometry, with ωB97M-V/def2-TZVPD.

Positions of all 118 atoms, in Å:
C: 6.86477 -1.77099 3.09508
C: 5.89421 -1.53075 1.75391
O: 5.98466 -0.34993 1.13704
N: 5.04314 -2.70825 1.34458
C: 5.18006 -3.06275 -0.11912
C: 4.50918 -2.20903 -1.35929
O: 5.88113 -4.19296 -0.41686
C: 3.61150 -2.61144 1.80521
C: 3.37537 -3.82283 2.93454
C: 4.23656 -5.17693 2.59654
O: 3.54702 -6.19219 2.01531
O: 5.68243 -5.33247 2.87253
C: 3.27882 -1.23767 2.63271
C: 1.69318 -1.39947 3.14239
C: 1.32631 -0.93847 4.70288
C: -0.24668 -1.16030 5.20484
C: -1.41283 -1.79355 4.22502
C: -1.03211 -2.23828 2.69257
C: -2.24918 -2.91700 1.77361
C: 0.51528 -2.03619 2.15670
H: 6.74948 -0.90334 3.87108
H: 7.99172 -1.85746 2.71215
H: 6.63302 -2.83877 3.57623
H: 3.48958 -2.74063 -1.65902
H: 5.25008 -2.28890 -2.27778
H: 4.32892 -1.08323 -1.07476
H: 2.22762 -4.13185 2.94888
H: 3.60508 -3.33413 3.97551
H: 6.09784 -5.54128 1.97528
H: 3.29120 -0.25845 1.98762
H: 3.89562 -1.12068 3.64812
H: 2.15814 -0.50561 5.40516
H: -0.48016 -0.86058 6.32712
H: -2.49395 -1.95749 4.64588
H: -1.79898 -3.40212 0.78971
H: -2.72066 -3.82795 2.38288
H: -3.06223 -2.09374 1.56075
H: 0.83035 -2.34733 1.05063
C: 7.77122 0.25147 10.23068
C: 7.66677 -1.10508 9.55133
C: 8.07214 -1.07173 8.07541
C: 7.20237 -0.18150 7.17947
C: 5.70947 -0.52099 7.17296
C: 5.41372 -1.91347 6.63879
H: 7.09848 0.98473 9.77702
H: 7.49962 0.16363 11.28799
H: 8.79357 0.63740 10.17530
H: 6.65021 -1.49562 9.66194
H: 8.32478 -1.80872 10.07558
H: 8.06659 -2.09630 7.68649
H: 9.11100 -0.72761 7.99969
H: 7.58649 -0.24612 6.15274
H: 7.32275 0.86617 7.47825
H: 5.19009 0.21168 6.54249
H: 5.28729 -0.41396 8.17695
H: 5.78686 -2.02552 5.61613
H: 4.33355 -2.08958 6.62626
H: 5.86841 -2.69006 7.26051
C: -1.11082 -0.16307 -0.76323
C: -1.85495 1.08482 -1.21236
C: -3.30123 1.13546 -0.71290
C: -4.20668 0.00608 -1.21925
C: -4.31696 -0.11012 -2.74188
C: -4.92927 1.11931 -3.39409
H: -1.57051 -1.07328 -1.15853
H: -0.07647 -0.13272 -1.12182
H: -1.08814 -0.23156 0.32856
H: -1.82241 1.16081 -2.30384
H: -1.32442 1.96417 -0.82738
H: -3.73506 2.10270 -0.99084
H: -3.29971 1.11126 0.38383
H: -5.21064 0.15532 -0.80011
H: -3.85489 -0.95162 -0.81873
H: -4.94388 -0.97898 -2.97873
H: -3.33604 -0.31166 -3.18332
H: -5.93193 1.31071 -2.99958
H: -5.01375 0.96862 -4.47488
H: -4.31686 2.01082 -3.23117
C: -6.34171 8.39957 -1.71990
C: -6.58159 7.68471 -3.04053
C: -6.66379 6.16294 -2.89478
C: -5.38887 5.48703 -2.37572
C: -4.13008 5.73790 -3.21033
C: -4.23373 5.19891 -4.62828
H: -5.38559 8.11394 -1.27234
H: -6.32202 9.48312 -1.87781
H: -7.13985 8.17661 -1.00543
H: -5.80081 7.96060 -3.75637
H: -7.52738 8.04381 -3.46417
H: -6.93598 5.73148 -3.86472
H: -7.48760 5.91491 -2.21418
H: -5.57010 4.40532 -2.32144
H: -5.19738 5.81006 -1.34599
H: -3.28182 5.25050 -2.71339
H: -3.89499 6.80637 -3.23839
H: -4.42187 4.12087 -4.62220
H: -3.29765 5.37619 -5.16705
H: -5.03584 5.68743 -5.18894
C: -2.51835 0.65893 -7.37496
C: -3.36900 -0.07473 -8.40003
C: -4.50858 -0.88026 -7.77053
C: -4.06836 -2.00998 -6.83156
C: -3.14199 -3.05609 -7.45729
C: -3.78551 -3.81593 -8.60635
H: -2.02037 -0.03410 -6.69103
H: -1.74021 1.24075 -7.88032
H: -3.12814 1.35028 -6.78554
H: -2.73279 -0.72231 -9.01162
H: -3.80367 0.66377 -9.08458
H: -5.13053 -1.29431 -8.57226
H: -5.15827 -0.19787 -7.20871
H: -4.96789 -2.51271 -6.45210
H: -3.57190 -1.58222 -5.95297
H: -2.85686 -3.77600 -6.67981
H: -2.21221 -2.59031 -7.79824
H: -4.69328 -4.32884 -8.27395
H: -3.09280 -4.57005 -8.99288
H: -4.04680 -3.15113 -9.43469

The value obtained for the energy above the lowest of the compared OMol25 structures with the same formula, charge and spin is 1348.6 kJ/mol. The LUMO energy is 2.05 eV. As for the multiplicity: 1. The electronic energy is -51310.72816 eV. As for the HOMO-LUMO gap: 5.4 eV. Its total charge is -1. The calculation puts the highest occupied orbital energy at -3.3 eV.